No. 1
The following is a DFT calculation (ωB97M-V/def2-TZVPD) of a cluster of 2 separate species, C5H14O in total.

Summary:
F_max = 4.52 eV Å⁻¹
SMILES = CC(C)O.CC
Energy relative to the best compared isomer or geometry (same formula, charge and spin) = 225.57 kJ/mol
LUMO energy = 0.7 eV
E_HOMO = -0.3692 Eh
Total energy = -7457.4475 eV

Geometry as ORCA input:
```
! RIJCOSX wB97M-V def2-TZVPD def2/J DEFGRID3
* xyz 0 1
C 0.096 -1.544 -0.914
C 0.527 -0.571 -2.084
C -0.941 -2.483 -1.307
O 1.216 -2.269 -0.291
H -0.063 -0.791 -0.051
H 0.035 0.458 -1.859
H -1.091 -3.342 -0.598
H -1.882 -1.907 -1.493
H -0.678 -3.079 -2.329
H 1.413 -1.809 0.613
H 0.364 -1.115 -3.010
H 1.689 -0.492 -1.930
C 0.193 1.805 2.423
C -0.435 2.862 1.517
H -0.162 2.017 3.381
H 0.026 0.733 2.216
H 1.346 1.928 2.320
H -1.353 3.307 1.666
H -0.581 2.597 0.463
H 0.281 3.697 1.266
*
```

Population analysis type Mulliken, resulting atomic charges in e: number 1, C, carries 1.03; number 2, C, carries -0.99; number 3, C, carries -1.20; number 4, O, carries -0.57; number 5, H, carries -0.28; number 6, H, carries 0.26; number 7, H, carries 0.32; number 8, H, carries 0.31; number 9, H, carries 0.25; number 10, H, carries 0.33; number 11, H, carries 0.31; number 12, H, carries 0.24; number 13, C, carries -0.68; number 14, C, carries -0.93; number 15, H, carries 0.30; number 16, H, carries 0.21; number 17, H, carries 0.21; number 18, H, carries 0.41; number 19, H, carries 0.20; number 20, H, carries 0.27

=====

No. 2
The following is a DFT calculation (ωB97M-V/def2-TZVPD) of the molecule C5H10O2.

Summary:
F_max = 0.35 eV Å⁻¹
SMILES = C[C@@H](O)[C@H]1CCO1
Energy relative to the best compared isomer or geometry (same formula, charge and spin) = 202.51 kJ/mol
LUMO energy = 1.0 eV
E_HOMO = -0.3635 Eh
Total energy = -9440.9442 eV

Geometry as ORCA input:
```
! RIJCOSX wB97M-V def2-TZVPD def2/J DEFGRID3
* xyz 0 1
C 0.272 -1.880 1.218
C 0.178 -1.147 -0.115
O -1.116 -1.283 -0.679
C 0.574 0.312 0.066
C 0.337 1.270 -1.113
C -0.651 1.964 -0.164
O -0.388 1.016 0.881
H -0.136 -2.891 1.130
H 1.321 -1.954 1.531
H -0.286 -1.340 1.989
H 0.879 -1.597 -0.833
H -1.548 -0.423 -0.676
H 1.579 0.362 0.509
H 1.199 1.865 -1.419
H -0.112 0.797 -1.989
H -1.705 1.942 -0.471
H -0.394 2.987 0.135
*
```

Population analysis type Mulliken, resulting atomic charges in e: number 1, C, carries -1.35; number 2, C, carries 0.45; number 3, O, carries -0.58; number 4, C, carries -0.15; number 5, C, carries -0.62; number 6, C, carries -0.39; number 7, O, carries -0.45; number 8, H, carries 0.36; number 9, H, carries 0.34; number 10, H, carries 0.28; number 11, H, carries 0.28; number 12, H, carries 0.31; number 13, H, carries 0.44; number 14, H, carries 0.31; number 15, H, carries 0.22; number 16, H, carries 0.25; number 17, H, carries 0.27

=====

No. 3
The following is a DFT calculation (ωB97M-V/def2-TZVPD) of a structure of composition C31H33FN6O4SV.

Summary:
F_max = 5.15 eV Å⁻¹
Energy relative to the best compared isomer or geometry (same formula, charge and spin) = 233.25 kJ/mol
LUMO energy (spin up / spin down) = -4.1 / -4.0 eV
E_HOMO (spin up / spin down) = -0.4310 / -0.4334 Eh
⟨S²⟩ = 2.015
Total energy = -89049.4084 eV

Geometry as ORCA input:
```
! RIJCOSX wB97M-V def2-TZVPD def2/J DEFGRID3
* xyz 1 3
V 1.111 0.112 -0.557
C 1.806 3.969 -1.209
C 0.619 3.051 -1.395
C -0.483 3.114 -0.525
C -0.380 3.874 0.774
C -1.714 2.562 -0.904
C -2.889 2.734 0.032
C -1.845 1.909 -2.141
C -3.165 1.318 -2.583
C -0.726 1.770 -2.974
C -0.857 1.133 -4.337
C 0.518 2.297 -2.583
C 1.690 2.218 -3.532
H 2.690 3.460 -0.817
H 1.567 4.795 -0.545
H 2.082 4.405 -2.168
H -0.962 3.404 1.565
H -0.763 4.890 0.650
H 0.649 3.946 1.120
H -2.746 2.183 0.968
H -3.825 2.406 -0.405
H -3.015 3.784 0.298
H -3.792 1.021 -1.746
H -3.006 0.434 -3.198
H -3.733 2.033 -3.181
H -0.643 0.060 -4.299
H -0.158 1.577 -5.040
H -1.853 1.271 -4.750
H 1.554 2.921 -4.358
H 1.786 1.220 -3.956
H 2.626 2.465 -3.042
S 3.256 0.520 -1.330
C 3.788 -0.934 -0.706
N 4.149 -1.938 -0.264
N -1.116 -0.244 5.023
C -0.296 0.187 4.343
C 0.708 0.697 3.460
C 1.947 1.134 3.921
C 2.842 1.632 2.990
C 2.520 1.584 1.648
N 1.350 1.101 1.188
C 0.448 0.725 2.100
H 2.189 1.087 4.974
H 3.798 2.031 3.295
H 3.227 1.932 0.910
H -0.518 0.409 1.729
F 3.867 -6.028 1.987
C 3.169 -4.910 1.834
C 2.336 -4.765 0.800
N 1.591 -3.616 0.629
C 0.609 -3.482 -0.423
C 1.175 -2.620 -1.557
O 1.782 -3.050 -2.490
O 0.953 -1.329 -1.328
C 1.738 -2.532 1.453
O 1.133 -1.469 1.256
N 2.549 -2.731 2.522
C 3.326 -3.864 2.841
O 3.994 -3.893 3.838
H 2.217 -5.543 0.059
H -0.260 -2.982 0.004
H 0.338 -4.456 -0.819
H 2.668 -1.951 3.153
N -1.485 -0.579 -0.483
C -2.423 -1.458 0.172
C -3.428 -2.078 -0.562
C -4.381 -2.856 0.077
C -4.338 -3.019 1.454
C -3.319 -2.426 2.184
C -2.359 -1.655 1.546
H -1.552 -0.708 -1.486
H -1.765 0.379 -0.304
H -3.478 -1.942 -1.637
H -5.170 -3.320 -0.499
H -5.094 -3.609 1.953
H -3.269 -2.555 3.257
H -1.560 -1.210 2.125
*
```

Population analysis type Mulliken, resulting atomic charges in e: number 1, V, carries 0.09; number 2, C, carries -2.19; number 3, C, carries 0.79; number 4, C, carries 1.69; number 5, C, carries -2.49; number 6, C, carries 0.36; number 7, C, carries -1.87; number 8, C, carries 1.60; number 9, C, carries -2.53; number 10, C, carries 1.29; number 11, C, carries -2.48; number 12, C, carries 1.22; number 13, C, carries -2.96; number 14, H, carries 0.26; number 15, H, carries 0.45; number 16, H, carries 0.48; number 17, H, carries 0.46; number 18, H, carries 0.45; number 19, H, carries 0.56; number 20, H, carries 0.29; number 21, H, carries 0.29; number 22, H, carries 0.48; number 23, H, carries 0.42; number 24, H, carries 0.57; number 25, H, carries 0.35; number 26, H, carries 0.33; number 27, H, carries 0.48; number 28, H, carries 0.48; number 29, H, carries 0.55; number 30, H, carries 0.53; number 31, H, carries 0.62; number 32, S, carries -0.48; number 33, C, carries 0.62; number 34, N, carries -0.46; number 35, N, carries -0.52; number 36, C, carries -0.25; number 37, C, carries 0.31; number 38, C, carries -0.47; number 39, C, carries -1.19; number 40, C, carries -0.63; number 41, N, carries 1.21; number 42, C, carries 0.40; number 43, H, carries 0.56; number 44, H, carries 0.51; number 45, H, carries 0.47; number 46, H, carries 0.07; number 47, F, carries -0.28; number 48, C, carries 0.26; number 49, C, carries 0.03; number 50, N, carries 0.26; number 51, C, carries -0.56; number 52, C, carries 0.20; number 53, O, carries -0.57; number 54, O, carries 0.36; number 55, C, carries -0.36; number 56, O, carries 0.66; number 57, N, carries -0.03; number 58, C, carries 0.25; number 59, O, carries -0.59; number 60, H, carries 0.43; number 61, H, carries -0.17; number 62, H, carries 0.63; number 63, H, carries 0.13; number 64, N, carries 0.84; number 65, C, carries -0.10; number 66, C, carries -0.64; number 67, C, carries -0.74; number 68, C, carries -0.59; number 69, C, carries -0.92; number 70, C, carries 0.24; number 71, H, carries 0.20; number 72, H, carries -0.76; number 73, H, carries 0.42; number 74, H, carries 0.43; number 75, H, carries 0.41; number 76, H, carries 0.49; number 77, H, carries 0.33

=====

No. 4
The following is a DFT calculation (ωB97M-V/def2-TZVPD) of the molecule C4H9P.

Summary:
F_max = 4.97 eV Å⁻¹
SMILES = C/C=C/CP
Energy relative to the best compared isomer or geometry (same formula, charge and spin) = 99.48 kJ/mol
LUMO energy = 1.1 eV
E_HOMO = -0.3408 Eh
Total energy = -13580.2687 eV

Geometry as ORCA input:
```
! RIJCOSX wB97M-V def2-TZVPD def2/J DEFGRID3
* xyz 0 1
C 1.007 0.503 -0.009
C -0.129 -0.067 -0.181
C 2.264 -0.257 0.169
C -1.574 0.711 -0.374
P -3.091 -0.213 0.300
H 1.215 1.586 0.083
H -0.094 -1.195 -0.268
H 2.764 -0.311 -0.849
H 2.078 -1.262 0.489
H 3.071 0.408 0.658
H -1.838 0.913 -1.508
H -1.405 1.705 0.176
H -2.413 -0.587 1.645
H -2.666 -1.295 -0.268
*
```

Population analysis type Mulliken, resulting atomic charges in e: number 1, C, carries 0.08; number 2, C, carries -0.21; number 3, C, carries -1.13; number 4, C, carries -0.65; number 5, P, carries -0.03; number 6, H, carries 0.26; number 7, H, carries 0.15; number 8, H, carries 0.26; number 9, H, carries 0.35; number 10, H, carries 0.29; number 11, H, carries 0.29; number 12, H, carries 0.30; number 13, H, carries 0.04; number 14, H, carries 0.00

=====

No. 5
The following is a DFT calculation (ωB97M-V/def2-TZVPD) of a cluster of 6 separate species, H13O6 in total.

Summary:
F_max = 2.75 eV Å⁻¹
Energy relative to the best compared isomer or geometry (same formula, charge and spin) = 50.23 kJ/mol
LUMO energy (spin up / spin down) = -7.7 / -15.3 eV
E_HOMO (spin up / spin down) = -0.6743 / -0.6724 Eh
⟨S²⟩ = 0.760
Total energy = -12474.7382 eV

Geometry as ORCA input:
```
! RIJCOSX wB97M-V def2-TZVPD def2/J DEFGRID3
* xyz 2 2
O -2.616 -1.027 -1.372
H -2.919 -0.832 -2.269
H -3.382 -0.907 -0.809
O 2.210 0.652 2.883
H 3.057 1.089 3.049
H 1.608 1.320 3.255
O 1.607 0.044 0.401
H 1.844 0.111 1.376
H 2.218 -0.661 0.104
O 0.225 -2.523 1.224
H 0.880 -3.213 0.961
H 0.420 -2.122 2.101
O -1.210 2.213 -2.499
H -1.121 2.589 -1.617
H -0.870 2.791 -3.187
O -0.589 0.331 -0.786
H -0.226 0.593 -1.660
H -1.377 -0.356 -0.826
H 0.242 -0.092 -0.329
*
```

Population analysis type Mulliken, resulting atomic charges in e: number 1, O, carries -0.68; number 2, H, carries 0.36; number 3, H, carries 0.37; number 4, O, carries -0.69; number 5, H, carries 0.36; number 6, H, carries 0.37; number 7, O, carries -0.50; number 8, H, carries 0.40; number 9, H, carries 0.43; number 10, O, carries -0.28; number 11, H, carries 0.45; number 12, H, carries 0.44; number 13, O, carries -0.65; number 14, H, carries 0.35; number 15, H, carries 0.34; number 16, O, carries -0.51; number 17, H, carries 0.48; number 18, H, carries 0.48; number 19, H, carries 0.49

=====

No. 6
The following is a DFT calculation (ωB97M-V/def2-TZVPD) of a cluster of 2 separate species, C3H7ClS in total.

Summary:
F_max = 3.95 eV Å⁻¹
Energy relative to the best compared isomer or geometry (same formula, charge and spin) = 363.33 kJ/mol
LUMO energy (spin up / spin down) = 0.1 / 0.4 eV
E_HOMO (spin up / spin down) = -0.3074 / -0.2797 Eh
Total energy = -26578.3306 eV

Geometry as ORCA input:
```
! RIJCOSX wB97M-V def2-TZVPD def2/J DEFGRID3
* xyz 0 1
C 0.527 0.007 -1.361
C -0.538 -0.703 1.606
C 1.262 0.100 -0.096
S 1.875 1.598 0.353
Cl 2.401 -1.148 0.087
H 0.939 0.698 -2.081
H -0.496 0.452 -1.226
H 0.220 -1.111 -1.660
H -1.378 -0.161 1.379
H 0.065 -0.394 2.443
H -0.443 -1.713 1.232
H 0.771 2.433 0.302
*
```

Population analysis type Mulliken, resulting atomic charges in e: number 1, C, carries -1.04; number 2, C, carries -0.95; number 3, C, carries 0.33; number 4, S, carries -0.24; number 5, Cl, carries -0.17; number 6, H, carries 0.39; number 7, H, carries 0.27; number 8, H, carries 0.29; number 9, H, carries 0.35; number 10, H, carries 0.31; number 11, H, carries 0.32; number 12, H, carries 0.14